C46H106BF3O34P6V as an isolated structure at a distorted geometry. Source: the Open Molecules 2025 dataset; level of theory: ωB97M-V/def2-TZVPD.

Cartesian coordinates (Å):
V -8.99 -3.81 -9.25
C -10.44 -6.89 -8.12
O -9.45 -5.87 -8.16
H -10.25 -7.89 -8.52
H -10.45 -7.04 -7.04
H -11.44 -6.64 -8.46
B -10.52 -3.08 -10.84
H -10.13 -2.41 -10.09
H -11.49 -2.70 -11.10
H -9.88 -3.07 -11.71
H -10.59 -4.00 -10.29
C -16.07 -7.78 -10.34
C -14.74 -7.28 -9.99
O -14.76 -5.91 -10.20
C -15.98 -5.56 -10.76
O -16.30 -4.44 -11.09
O -16.76 -6.67 -10.86
F -13.72 -7.88 -10.68
H -16.64 -8.28 -9.56
H -15.91 -8.48 -11.16
H -14.61 -7.36 -8.91
C -12.78 0.43 -10.87
C -12.29 1.66 -11.55
O -12.15 2.72 -10.71
C -12.84 2.34 -9.60
O -13.10 3.06 -8.68
O -13.09 0.99 -9.62
F -12.97 2.04 -12.72
H -12.03 -0.32 -10.64
H -13.68 -0.07 -11.23
H -11.28 1.39 -11.88
C -14.02 -3.80 -13.77
C -12.51 -4.09 -13.65
O -12.18 -4.38 -15.02
C -13.05 -3.74 -15.76
O -12.97 -3.67 -16.97
O -13.84 -3.03 -14.93
F -12.08 -5.12 -12.94
H -14.60 -3.39 -12.94
H -14.50 -4.78 -13.80
H -12.00 -3.19 -13.33
C -12.10 -5.02 -4.96
C -10.70 -4.35 -4.79
O -10.64 -2.94 -5.06
P -10.82 -2.23 -6.55
O -9.97 -2.74 -7.65
O -10.41 -0.66 -6.26
C -11.05 -0.02 -5.19
C -11.79 1.11 -5.88
O -12.39 -2.27 -6.78
C -12.91 -2.04 -8.05
C -13.28 -3.32 -8.67
H -11.99 -5.87 -5.63
H -12.47 -4.93 -3.94
H -12.63 -4.38 -5.66
H -10.26 -4.51 -3.81
H -10.03 -4.77 -5.54
H -11.70 -0.62 -4.57
H -10.29 0.41 -4.53
H -12.12 0.71 -6.84
H -12.69 1.42 -5.34
H -11.22 2.01 -6.11
H -13.83 -1.45 -7.97
H -12.18 -1.53 -8.68
H -12.38 -3.92 -8.83
H -13.80 -4.04 -8.04
H -13.80 -3.27 -9.62
C -9.06 -7.92 -13.80
C -8.84 -6.80 -12.87
O -7.95 -7.26 -11.88
P -6.95 -6.19 -11.13
O -7.66 -5.01 -10.48
O -6.01 -7.10 -10.18
C -6.44 -7.87 -9.12
C -7.29 -8.95 -9.61
O -6.00 -5.71 -12.41
C -4.85 -4.99 -12.19
C -5.13 -3.48 -12.61
H -9.26 -8.81 -13.20
H -9.99 -7.93 -14.38
H -8.24 -8.09 -14.51
H -8.29 -6.11 -13.51
H -9.75 -6.33 -12.51
H -5.60 -8.28 -8.55
H -7.05 -7.30 -8.41
H -6.71 -9.62 -10.24
H -7.49 -9.64 -8.79
H -8.24 -8.76 -10.12
H -4.48 -5.05 -11.17
H -4.15 -5.40 -12.92
H -4.38 -2.73 -12.35
H -5.33 -3.38 -13.68
H -5.98 -3.15 -12.02
C -9.14 0.64 -13.69
C -8.86 -0.74 -13.15
O -7.53 -1.02 -12.71
P -7.24 -0.73 -11.10
O -7.87 -1.64 -10.14
O -5.69 -0.58 -11.12
C -4.98 0.03 -12.27
C -3.50 0.13 -11.93
O -7.82 0.78 -10.71
C -7.86 1.36 -9.37
C -9.30 1.13 -8.90
H -8.98 1.45 -12.98
H -8.53 0.92 -14.55
H -10.17 0.64 -14.04
H -9.65 -0.97 -12.43
H -9.09 -1.53 -13.87
H -5.12 -0.50 -13.21
H -5.53 0.98 -12.33
H -3.11 0.46 -12.90
H -3.46 0.77 -11.05
H -2.99 -0.80 -11.69
H -7.17 0.84 -8.71
H -7.57 2.41 -9.35
H -9.43 0.05 -8.95
H -9.61 1.55 -7.94
H -10.10 1.47 -9.57
C -9.11 -4.78 -16.33
C -9.37 -3.91 -17.57
O -10.28 -4.59 -18.45
P -10.14 -4.36 -20.03
O -10.92 -5.39 -20.80
O -8.55 -4.39 -20.41
C -8.00 -5.19 -21.45
C -8.17 -4.69 -22.90
O -10.56 -2.78 -20.25
C -10.45 -1.95 -21.40
C -9.19 -1.17 -21.46
H -9.94 -5.11 -15.70
H -8.69 -5.74 -16.62
H -8.44 -4.19 -15.70
H -9.84 -2.99 -17.20
H -8.42 -3.73 -18.08
H -6.92 -5.20 -21.27
H -8.22 -6.22 -21.19
H -9.20 -4.61 -23.25
H -7.71 -3.71 -23.03
H -7.82 -5.38 -23.68
H -10.62 -2.61 -22.25
H -11.37 -1.36 -21.35
H -9.19 -0.26 -22.08
H -8.88 -0.75 -20.50
H -8.40 -1.83 -21.81
C -2.94 -2.03 -8.56
C -4.32 -2.51 -8.44
O -4.92 -2.43 -7.12
P -6.48 -2.79 -6.86
O -7.11 -3.49 -8.02
O -7.36 -1.44 -6.58
C -7.07 -0.79 -5.38
C -7.21 0.71 -5.58
O -6.41 -3.65 -5.47
C -6.12 -5.09 -5.51
C -7.43 -5.92 -5.16
H -2.50 -2.02 -7.56
H -2.44 -2.58 -9.36
H -3.25 -1.05 -8.92
H -4.92 -2.16 -9.28
H -4.34 -3.58 -8.67
H -7.68 -0.87 -4.49
H -6.12 -0.97 -4.89
H -8.19 0.97 -6.00
H -7.00 1.20 -4.64
H -6.66 0.99 -6.48
H -5.62 -5.51 -6.38
H -5.43 -5.20 -4.67
H -7.84 -5.62 -4.20
H -8.06 -5.80 -6.03
H -7.15 -6.96 -4.99
C -16.30 -1.15 -13.20
C -17.40 -1.94 -13.86
O -17.10 -3.30 -13.72
P -17.65 -4.50 -14.60
O -17.88 -4.12 -16.00
O -16.85 -5.78 -14.22
C -17.00 -7.02 -14.94
C -15.65 -7.17 -15.49
O -18.97 -4.76 -13.69
C -20.20 -4.93 -14.35
C -20.65 -6.44 -14.31
H -16.90 -0.43 -12.63
H -15.90 -1.66 -12.33
H -15.46 -0.71 -13.73
H -18.40 -1.82 -13.43
H -17.46 -1.57 -14.88
H -17.44 -7.64 -14.15
H -17.64 -6.88 -15.81
H -14.86 -7.54 -14.84
H -15.69 -7.99 -16.21
H -15.56 -6.29 -16.12
H -20.83 -4.25 -13.77
H -20.06 -4.55 -15.36
H -21.43 -6.57 -15.07
H -19.88 -7.06 -14.78
H -20.80 -6.89 -13.33

Calculated values
2S+1: 4
Net charge: 0
HOMO energy (alpha / beta), hartree: -0.230 / -0.250
Orbital gap (alpha / beta), Eh: 0.2437 / 0.2639
E_tot, hartree: -7691.3971